# 1
{"formula": "C13H25Br10Cl3O2Sr2", "method": "the ωB97M-V functional and the def2-TZVPD basis", "symbols": ["Sr", "Sr", "O", "C", "C", "O", "H", "H", "H", "H", "Br", "C", "C", "Br", "H", "H", "H", "H", "Br", "C", "C", "Br", "H", "H", "H", "H", "Br", "C", "C", "Br", "H", "H", "H", "H", "Br", "C", "C", "Br", "H", "H", "H", "H", "Br", "C", "C", "Br", "H", "H", "H", "H", "C", "Cl", "Cl", "Cl", "H"], "xyz": [[-4.023, 0.171, -2.810], [-0.353, -1.344, -3.113], [-2.192, -0.671, -1.272], [-1.444, -0.749, -0.005], [0.184, -0.606, -0.020], [1.025, -1.323, -0.967], [-1.680, -1.687, 0.499], [-1.831, 0.121, 0.525], [0.575, -0.893, 0.956], [0.466, 0.428, -0.217], [-1.775, -4.052, -3.117], [-3.249, -4.902, -2.183], [-3.997, -3.965, -1.234], [-5.080, -2.579, -2.318], [-2.748, -5.630, -1.544], [-3.866, -5.421, -2.916], [-3.191, -3.506, -0.661], [-4.768, -4.405, -0.602], [5.691, -1.206, 1.066], [3.843, -1.503, 0.401], [3.215, -2.817, 0.875], [2.349, -2.485, 2.698], [3.824, -1.512, -0.689], [3.203, -0.646, 0.607], [3.947, -3.624, 0.872], [2.390, -3.115, 0.228], [-1.396, 1.940, 4.692], [0.253, 1.518, 3.669], [1.339, 1.204, 4.643], [2.950, 0.787, 3.564], [0.450, 2.348, 2.991], [-0.043, 0.678, 3.041], [1.062, 0.285, 5.160], [1.599, 1.972, 5.371], [1.137, 4.810, -2.725], [0.245, 5.293, -1.024], [-0.740, 4.262, -0.552], [-1.467, 4.697, 1.229], [-0.242, 6.268, -1.044], [1.061, 5.406, -0.311], [-0.287, 3.282, -0.404], [-1.610, 4.124, -1.195], [1.952, 0.442, -4.422], [2.895, 0.950, -2.711], [3.844, 2.059, -3.098], [5.427, 1.466, -4.078], [3.403, 0.064, -2.329], [2.166, 1.290, -1.976], [4.151, 2.650, -2.236], [3.350, 2.897, -3.590], [-4.266, -0.627, 2.467], [-5.241, -1.198, 1.098], [-5.208, -0.982, 3.965], [-4.004, 1.158, 2.274], [-3.295, -1.122, 2.473]], "forces_ev_per_a": [[1.066, -0.567, 2.230], [1.759, 0.206, 2.743], [0.095, 0.231, -2.154], [1.114, 0.702, -0.932], [0.407, -0.596, -1.640], [-2.812, 0.048, -1.386], [-0.202, -0.097, -0.059], [0.263, -0.231, 0.667], [-0.555, 0.146, 0.450], [-0.528, 0.654, 0.439], [-0.155, -0.290, -0.346], [-1.037, -0.179, 0.663], [0.915, 0.227, -0.943], [0.410, -0.881, 0.492], [-0.047, -0.100, -0.041], [0.183, 0.202, -0.036], [-0.694, 0.851, 0.184], [0.125, -0.136, -0.282], [-1.154, -0.085, -0.354], [-0.380, -0.279, -0.279], [-0.154, 0.814, 0.485], [0.683, -0.965, -1.290], [0.667, -0.290, -0.067], [0.309, -0.036, 0.609], [-0.104, 0.088, 0.690], [-0.029, 0.367, 0.135], [0.417, 0.031, -0.231], [-0.914, 0.470, -0.293], [0.401, -0.777, -0.253], [-0.275, 0.534, 0.473], [0.033, 0.162, 0.379], [0.295, -0.142, 0.256], [0.312, 0.089, 0.107], [-0.120, 0.042, -0.371], [-0.697, 0.145, 0.565], [0.268, 0.421, 0.706], [-0.191, -0.911, 0.276], [0.238, 0.038, -0.489], [0.134, -0.027, -0.745], [-0.025, -0.232, -0.090], [0.138, 0.108, -0.097], [0.134, 0.322, -0.080], [-0.242, -0.256, 0.657], [0.589, 0.427, -0.149], [0.137, 0.895, 0.292], [-0.719, 0.218, 0.323], [-0.211, -0.010, -0.325], [-0.212, -0.080, -0.348], [0.503, -0.796, 0.570], [-0.135, -0.529, -0.882], [-0.789, 0.961, 0.795], [0.212, -0.184, -0.367], [0.939, 0.261, -0.852], [-0.064, -1.059, 0.093], [-0.301, 0.077, 0.103]], "lowdin_charge": [1.45, 1.19, -0.67, -0.28, -0.32, -0.49, 0.09, 0.07, 0.05, 0.08, 0.69, -0.60, -0.47, 0.55, 0.09, 0.08, 0.06, 0.09, 0.61, -0.71, -0.57, 0.53, 0.03, 0.02, 0.06, 0.03, 0.58, -0.69, -0.65, 0.59, 0.04, 0.03, 0.06, 0.07, 0.63, -0.67, -0.70, 0.64, 0.07, 0.06, 0.03, 0.04, 0.58, -0.56, -0.74, 0.67, 0.05, 0.06, 0.07, 0.02, -1.44, 0.49, 0.55, 0.47, 0.02], "max_force_ha_per_bohr": 0.0635, "charge": 2, "energy_ev": -757629.9779, "spin_multiplicity": 1, "lumo_ev": -8.47, "de_lowest_kcal_mol": 55.3}


# 2
{"formula": "C13H25FN2O4PS3", "method": "the ωB97M-V functional and the def2-TZVPD basis", "symbols": ["F", "C", "C", "N", "C", "C", "N", "P", "S", "C", "H", "H", "H", "H", "H", "H", "H", "H", "H", "C", "C", "C", "S", "O", "O", "C", "H", "H", "H", "H", "H", "H", "H", "H", "C", "C", "C", "S", "O", "O", "C", "H", "H", "H", "H", "H", "H", "H", "H"], "xyz": [[1.661, 0.587, -1.864], [0.580, 0.791, -0.950], [-0.089, 2.203, -1.178], [-1.536, 2.091, -0.857], [-2.042, 3.079, -0.004], [-3.434, 2.753, 0.179], [-3.621, 1.596, -0.589], [-5.213, 0.814, -0.633], [-5.859, 0.552, -2.435], [-2.485, 1.195, -1.247], [1.010, 0.762, 0.086], [-0.132, -0.073, -1.020], [0.353, 2.882, -0.399], [0.133, 2.665, -2.169], [-1.474, 3.925, 0.442], [-4.189, 3.299, 0.778], [-5.140, -0.450, 0.045], [-6.073, 1.667, 0.132], [-2.325, 0.348, -1.940], [6.460, 0.746, 0.404], [6.197, 1.300, -0.999], [4.686, 1.515, -1.134], [4.078, 1.821, 0.522], [3.205, 0.730, 0.902], [3.671, 3.203, 0.632], [5.643, 1.617, 1.354], [7.521, 0.766, 0.655], [6.119, -0.292, 0.462], [6.716, 2.256, -1.114], [6.569, 0.631, -1.775], [4.456, 2.371, -1.768], [4.186, 0.626, -1.516], [5.488, 1.162, 2.330], [6.092, 2.605, 1.466], [-1.493, -3.401, 0.547], [-2.492, -4.489, 0.141], [-3.650, -4.447, 1.143], [-3.737, -2.760, 1.738], [-3.410, -2.747, 3.139], [-4.937, -2.131, 1.224], [-2.326, -2.155, 0.821], [-0.749, -3.223, -0.231], [-0.965, -3.705, 1.455], [-2.868, -4.280, -0.865], [-2.028, -5.475, 0.118], [-4.598, -4.713, 0.677], [-3.463, -5.095, 1.999], [-1.798, -1.403, 1.406], [-2.697, -1.717, -0.110]], "forces_ev_per_a": [[-1.562, 0.384, 1.013], [0.820, -0.073, 0.156], [1.214, -0.869, 0.394], [0.088, 1.162, 0.261], [-3.538, -1.190, 0.251], [3.830, 0.314, -0.866], [-0.281, 0.161, 0.559], [-1.732, -1.325, -1.633], [0.436, 0.198, 0.429], [0.216, 1.993, 1.566], [-0.187, 0.005, -1.034], [0.560, 0.814, -0.388], [-0.562, -0.554, -0.880], [-0.514, -0.706, 0.585], [-0.348, -1.066, -0.691], [0.476, -0.839, -0.669], [0.512, 0.939, 0.294], [1.056, -0.097, 0.091], [-0.435, 0.753, 0.644], [-0.038, -0.102, -0.080], [0.170, 0.068, -0.001], [0.248, -0.148, -0.457], [0.641, 0.221, -0.072], [-0.309, 0.278, 0.055], [-0.565, -0.253, 0.062], [0.378, -0.239, 0.150], [-0.070, -0.003, 0.015], [0.029, 0.047, 0.051], [-0.033, -0.050, 0.009], [-0.044, 0.053, 0.029], [-0.170, -0.036, 0.128], [-0.062, 0.064, 0.119], [-0.155, 0.091, -0.030], [-0.126, -0.002, -0.014], [0.057, -0.137, 0.023], [0.041, 0.028, -0.154], [0.024, -0.436, -0.277], [0.087, -0.383, -0.016], [-0.239, 0.261, -0.119], [0.046, 0.194, 0.228], [0.418, 0.155, -0.177], [-0.014, -0.013, 0.058], [-0.007, 0.093, -0.035], [0.014, -0.016, 0.051], [-0.054, 0.056, 0.008], [-0.037, 0.099, 0.176], [-0.055, 0.168, 0.061], [-0.163, -0.004, 0.108], [-0.063, -0.058, 0.017]], "lowdin_charge": [-0.07, -0.13, -0.06, -0.06, 0.03, -0.02, -0.24, 0.39, 0.18, -0.03, 0.11, 0.11, 0.14, 0.15, 0.15, 0.14, -0.02, 0.01, 0.17, -0.22, -0.21, -0.23, 0.67, -0.34, -0.33, -0.23, 0.12, 0.12, 0.12, 0.12, 0.11, 0.09, 0.11, 0.11, -0.22, -0.21, -0.21, 0.68, -0.29, -0.37, -0.25, 0.12, 0.13, 0.12, 0.12, 0.11, 0.11, 0.11, 0.08], "max_force_ha_per_bohr": 0.0766, "charge": 1, "energy_ev": -69560.8884, "spin_multiplicity": 1, "lumo_ev": -3.55}